Entry 1:
{"formula": "C5H14O", "method": "wB97M-V/def2-TZVPD", "smiles": "CCCCC.O", "e_lumo_ha": 0.03391, "charge": 0, "de_lowest_kcal_mol": 1.78, "homo_energy_ev": -11.30, "homo_lumo_gap_ev": 12.222, "symbols": ["C", "C", "C", "C", "C", "H", "H", "H", "H", "H", "H", "H", "H", "H", "H", "H", "H", "O", "H", "H"], "xyz": [[2.29095, 1.12168, 0.75234], [0.82374, 0.80764, 0.46045], [0.63874, -0.55725, -0.19894], [-0.82175, -0.88805, -0.49805], [-0.98775, -2.25702, -1.15750], [2.71299, 0.36040, 1.42980], [2.87190, 1.11912, -0.18526], [2.39435, 2.11166, 1.22759], [0.24754, 0.82926, 1.40542], [0.40612, 1.58641, -0.20629], [1.21351, -0.58037, -1.14475], [1.05492, -1.33752, 0.46696], [-1.39507, -0.86344, 0.44860], [-1.23648, -0.10629, -1.16311], [-0.43359, -2.28718, -2.11070], [-0.59250, -3.04590, -0.49564], [-2.05075, -2.46902, -1.36168], [-2.73369, 1.99814, 0.66993], [-2.55867, 2.86789, 1.09555], [-1.84456, 1.58977, 0.56536]], "lowdin_charge": [-0.123, -0.302, -0.255, -0.297, -0.122, 0.075, 0.075, 0.071, 0.110, 0.110, 0.120, 0.120, 0.113, 0.113, 0.074, 0.074, 0.073, -0.084, 0.052, 0.000]}

Entry 2:
{"formula": "C4H11S3", "method": "wB97M-V/def2-TZVPD", "e_lumo_ha": 0.13070, "charge": -1, "de_lowest_kcal_mol": 0.44, "homo_energy_ev": -2.82, "homo_lumo_gap_ev": 6.372, "symbols": ["C", "C", "S", "S", "H", "H", "H", "H", "H", "H", "C", "C", "S", "H", "H", "H", "H", "H"], "xyz": [[-2.13126, 1.29795, 2.47290], [-0.77023, 1.56128, 1.80582], [0.17563, 0.02674, 1.67620], [1.78006, 0.62120, 0.48003], [-2.00890, 0.73195, 3.39679], [-2.70750, 0.67936, 1.78574], [-2.60435, 2.25340, 2.69414], [-0.17423, 2.27409, 2.37712], [-0.93799, 1.92777, 0.79282], [1.07202, -0.64308, -0.77319], [-1.52892, -0.12903, -1.92936], [-0.83725, -1.47173, -2.07750], [0.98256, -1.35327, -2.12643], [-1.37326, 0.50026, -2.80549], [-1.22438, 0.38843, -1.02081], [-2.61247, -0.29257, -1.82254], [-1.11487, -1.91478, -3.03743], [-1.10388, -2.11972, -1.24372]], "lowdin_charge": [-0.201, -0.689, 0.228, -0.119, 0.050, 0.054, 0.056, 0.048, 0.039, -0.278, -0.201, -0.689, 0.470, 0.061, 0.027, 0.061, 0.037, 0.046]}

Entry 3:
{"formula": "C33H22BrF4N2O3PSn", "method": "wB97M-V/def2-TZVPD", "e_lumo_ha": [-0.33957, -0.33955], "charge": 2, "de_lowest_kcal_mol": 26.67, "homo_energy_ev": [-13.69, -13.69], "homo_lumo_gap_ev": [4.451, 4.452], "symbols": ["Sn", "C", "O", "C", "C", "C", "C", "C", "C", "N", "N", "C", "O", "C", "C", "C", "C", "C", "C", "C", "O", "H", "H", "H", "H", "H", "H", "H", "H", "H", "H", "H", "H", "F", "C", "C", "F", "C", "F", "C", "P", "C", "C", "C", "C", "C", "C", "C", "C", "C", "C", "C", "C", "C", "Br", "C", "F", "H", "H", "H", "H", "H", "H", "H", "H", "H", "H"], "xyz": [[-1.15372, -0.55268, 0.69606], [-3.11098, -4.37971, -1.37156], [-4.32161, -4.29357, -0.60134], [-4.87725, -3.19494, -0.15825], [-6.16540, -3.29107, 0.31764], [-6.86008, -2.15441, 0.73014], [-6.29059, -0.88062, 0.69980], [-4.96614, -0.70376, 0.35513], [-4.44139, 0.61060, 0.28483], [-3.16819, 0.87986, 0.15910], [-2.82681, 2.12302, 0.05630], [-1.52545, 2.28963, -0.28156], [-0.68420, 1.32821, -0.33950], [-1.10762, 3.63707, -0.61132], [0.05904, 3.82948, -1.36356], [0.48937, 5.10982, -1.63597], [-0.21668, 6.20202, -1.13606], [-1.38009, 6.01618, -0.39673], [-1.84195, 4.73962, -0.14973], [-4.17047, -1.88514, -0.04907], [-2.96186, -1.83997, -0.28340], [-3.15347, -5.34737, -1.86024], [-2.23936, -4.34509, -0.72009], [-3.04508, -3.58759, -2.11345], [-6.63136, -4.26703, 0.31861], [-7.88428, -2.25780, 1.06442], [-6.88772, -0.02156, 0.97349], [-5.15287, 1.43512, 0.27315], [0.59116, 2.96324, -1.73320], [1.37060, 5.27316, -2.24174], [0.13856, 7.20587, -1.32726], [-1.92152, 6.87095, -0.01572], [-2.75079, 4.56573, 0.40836], [4.57775, -5.88780, 0.18990], [3.94555, -4.73887, 0.22662], [4.62773, -3.55438, -0.00790], [5.91874, -3.57608, -0.26746], [3.94738, -2.34934, 0.04425], [4.64874, -1.23629, -0.15085], [2.58384, -2.27996, 0.31516], [1.70802, -0.66841, 0.38526], [2.27889, 0.20224, -1.09121], [2.26887, -0.50973, -2.29230], [2.65904, 0.10467, -3.46909], [3.05641, 1.43586, -3.45314], [3.03521, 2.15344, -2.26625], [2.62869, 1.54952, -1.08528], [2.33010, 0.15638, 1.87812], [3.56152, 0.80762, 1.93706], [3.94466, 1.43185, 3.11437], [3.11855, 1.40821, 4.22938], [1.90155, 0.74312, 4.18175], [1.50904, 0.12379, 3.00696], [1.92099, -3.48554, 0.54475], [0.06314, -3.54553, 0.92047], [2.58694, -4.69767, 0.50572], [1.93367, -5.82866, 0.72823], [1.97447, -1.55414, -2.29920], [2.65959, -0.45104, -4.39712], [3.37699, 1.90918, -4.37152], [3.34551, 3.19066, -2.25577], [2.59776, 2.12278, -0.16821], [4.22329, 0.82433, 1.08301], [4.89943, 1.93884, 3.16027], [3.42261, 1.90269, 5.14209], [1.26557, 0.70006, 5.05568], [0.56797, -0.41910, 2.97897]], "lowdin_charge": [1.340, -0.001, 0.014, -0.164, 0.047, 0.038, -0.013, -0.090, -0.032, -0.077, 0.114, -0.372, -0.200, -0.143, 0.000, -0.041, -0.025, -0.041, 0.001, -0.184, -0.102, 0.113, 0.046, 0.106, 0.146, 0.139, 0.133, 0.150, 0.096, 0.114, 0.121, 0.119, 0.116, 0.185, -0.121, -0.122, 0.175, -0.198, 0.124, -0.297, 1.002, -0.380, -0.089, -0.050, -0.046, -0.071, -0.105, -0.354, -0.077, -0.041, -0.044, -0.057, -0.122, -0.550, 0.827, -0.252, 0.107, 0.112, 0.117, 0.118, 0.116, 0.111, 0.105, 0.120, 0.120, 0.117, 0.050]}

Entry 4:
{"formula": "C23H32N4O3", "method": "wB97M-V/def2-TZVPD", "smiles": "COc1ccc(CN2CCC(n3nccc3NC(=O)C3CCCC3)CC2)c(OC)c1", "e_lumo_ha": 0.02221, "charge": 0, "de_lowest_kcal_mol": 70.36, "homo_energy_ev": -8.27, "homo_lumo_gap_ev": 8.872, "symbols": ["C", "O", "C", "C", "C", "C", "C", "N", "C", "C", "C", "N", "N", "C", "C", "C", "N", "C", "O", "C", "C", "C", "C", "C", "C", "C", "C", "O", "C", "C", "H", "H", "H", "H", "H", "H", "H", "H", "H", "H", "H", "H", "H", "H", "H", "H", "H", "H", "H", "H", "H", "H", "H", "H", "H", "H", "H", "H", "H", "H", "H", "H"], "xyz": [[-7.20997, -0.44025, 1.15507], [-6.09013, 0.41017, 1.19915], [-4.93711, -0.00659, 0.60389], [-4.76401, -1.21912, -0.04742], [-3.53192, -1.51344, -0.60741], [-2.46515, -0.63818, -0.53358], [-1.14124, -0.98748, -1.16071], [-0.85385, -2.40760, -1.04627], [0.22444, -2.86038, -1.89755], [1.60910, -2.38464, -1.43398], [1.84276, -2.82718, 0.01604], [3.12299, -2.37731, 0.51491], [4.05012, -3.29509, 0.81509], [5.11718, -2.63096, 1.20707], [4.90184, -1.24877, 1.16644], [3.60407, -1.12209, 0.71341], [2.83490, 0.00887, 0.48437], [3.23159, 1.30728, 0.64486], [4.34004, 1.63742, 0.99017], [2.09311, 2.27108, 0.32057], [2.45425, 3.71805, 0.69062], [2.07077, 4.56357, -0.52253], [2.33772, 3.62424, -1.69304], [1.79646, 2.28372, -1.19852], [0.67938, -2.42238, 0.93046], [-0.65461, -2.86955, 0.31228], [-2.64634, 0.59135, 0.11825], [-1.56753, 1.43474, 0.15270], [-1.74067, 2.71098, 0.72454], [-3.87415, 0.89400, 0.68098], [-8.00271, 0.08892, 1.68152], [-7.01274, -1.39129, 1.66012], [-7.52658, -0.63445, 0.12530], [-5.56569, -1.93454, -0.12848], [-3.38172, -2.45451, -1.11285], [-0.36882, -0.34175, -0.71680], [-1.18599, -0.75169, -2.22998], [0.20322, -3.95470, -1.89673], [0.03446, -2.51842, -2.91759], [2.38290, -2.81488, -2.07140], [1.66780, -1.29936, -1.53106], [1.92017, -3.92121, 0.02880], [6.00164, -3.15741, 1.50510], [5.57126, -0.45621, 1.42147], [1.88594, -0.14607, 0.17945], [1.21124, 1.93006, 0.87078], [3.53197, 3.76774, 0.85682], [1.95535, 4.04450, 1.60218], [1.01023, 4.82378, -0.48887], [2.64703, 5.48506, -0.58252], [3.41234, 3.54908, -1.86325], [1.85972, 3.94783, -2.61671], [0.71905, 2.22861, -1.36547], [2.26472, 1.44676, -1.71849], [0.65011, -1.34402, 1.09123], [0.80722, -2.89197, 1.90676], [-0.69258, -3.96305, 0.29162], [-1.48392, -2.50973, 0.92428], [-2.53619, 3.26841, 0.22167], [-0.79471, 3.23172, 0.58409], [-1.96223, 2.64548, 1.79434], [-4.05652, 1.82285, 1.19479]], "lowdin_charge": [-0.090, -0.082, -0.271, -0.021, -0.027, -0.145, -0.133, -0.173, -0.179, -0.107, -0.260, -0.078, 0.066, -0.155, -0.005, -0.225, 0.165, -0.424, 0.098, -0.222, -0.144, -0.190, -0.183, -0.143, -0.101, -0.169, -0.213, -0.103, -0.073, 0.060, 0.092, 0.095, 0.095, 0.101, 0.120, 0.102, 0.140, 0.124, 0.121, 0.125, 0.096, 0.152, 0.096, 0.089, 0.102, 0.130, 0.110, 0.113, 0.103, 0.108, 0.118, 0.109, 0.105, 0.111, 0.100, 0.126, 0.127, 0.121, 0.102, 0.074, 0.102, 0.115]}

Number 2 is which compound? C4H11S3

Which value of charge does entry 3 give? +2

charge of number 4 (C23H32N4O3)? 0